A 2-piece molecular cluster, CClIS overall at a distorted geometry. Source: the Open Molecules 2025 dataset; level of theory: ωB97M-V with the def2-TZVPD basis set.

Geometry as XYZ:
```
4
Properties=species:S:1:pos:R:3:mulliken_spin:R:1
C -0.57819 -0.03870 0.09349 0.577
Cl -0.84149 1.54791 -0.04496 0.102
S -1.20357 -1.45543 -0.06657 0.345
I 2.62325 -0.05378 0.01804 0.976
```

Output
<S²>	2.008
spin multiplicity	3
lowest unoccupied orbital energy (spin up / spin down)	-0.61 / -3.18	eV
E_tot	-32492.1447	eV